Entry 1:
# C5H14NOS

A 2-piece molecular cluster, C5H14NOS overall at a distorted geometry (ωB97M-V/def2-TZVPD, OMol25).

Structure (XYZ):
```
22
C5H14NOS ωB97M-V/def2-TZVPD
C -1.48 0.73 -0.84
N -0.78 0.64 0.42
C 0.47 -0.19 0.40
C 0.16 -1.69 0.12
S 1.70 -2.60 -0.20
C 1.44 0.08 1.48
C -2.97 0.51 -0.75
H -0.99 1.49 -1.50
H -1.14 -0.08 -1.53
H -1.38 0.46 1.21
H 0.98 0.22 -0.48
H -0.32 -2.15 1.01
H -0.68 -1.83 -0.58
H 2.23 0.83 1.44
H 1.85 -0.87 1.86
H 1.00 0.46 2.43
H -3.53 1.40 -0.53
H -3.25 0.11 -1.73
H -3.17 -0.29 -0.03
H -0.21 2.95 -0.26
H 0.09 4.44 0.12
O 0.26 3.74 -0.50
```

Properties
- Net charge: -1
- Frontier orbital gap: 5.621 eV

natural (NBO) population analysis, charges in e, atoms 1 to 2: number 1, C, carries -0.237; number 2, N, carries -0.675

---

Entry 2:
# C5H14NOS

A 2-piece molecular cluster, C5H14NOS overall (ωB97M-V/def2-TZVPD, OMol25).

Structure (XYZ):
```
22
C5H14NOS ωB97M-V/def2-TZVPD
C 1.10 -0.03 0.00
C 0.05 0.81 -0.76
S 0.48 1.06 -2.53
C 0.52 -0.99 1.04
N 0.12 -0.48 2.35
C -1.21 0.15 2.44
C -1.45 0.63 3.87
H 1.84 0.64 0.45
H 1.59 -0.64 -0.78
H -0.04 1.79 -0.31
H -0.92 0.32 -0.65
H 1.21 -1.81 1.23
H -0.30 -1.57 0.59
H 0.83 0.15 2.69
H -1.35 0.91 1.67
H -1.95 -0.64 2.26
H -1.05 -0.10 4.57
H -0.99 1.57 4.19
H -2.53 0.70 4.06
H -0.53 -1.35 -3.51
H 0.92 -1.52 -3.36
O 0.15 -2.04 -3.65
```

Properties
- Spin multiplicity: 2
- Expectation value of S²: 0.75
- Net charge: -2
- Frontier orbital gap (alpha / beta): 2.008 / 6.368 eV

natural (NBO) population analysis, charges in e, atoms 1 to 2: number 1, C, carries -0.440; number 2, C, carries -0.515

---

Entry 3:
# C5H14NOS

A 2-piece molecular cluster, C5H14NOS overall at a distorted geometry (ωB97M-V/def2-TZVPD, OMol25).

Structure (XYZ):
```
22
C5H14NOS ωB97M-V/def2-TZVPD
C 0.75 -0.39 -1.34
C -0.47 0.50 -1.43
S -0.87 0.92 -3.19
C 1.03 -0.97 0.07
N 1.50 0.10 0.95
C 0.83 0.38 2.21
C -0.48 1.24 2.18
H 1.72 0.01 -1.69
H 0.83 -1.25 -2.05
H -0.14 1.43 -0.95
H -1.36 0.11 -0.97
H 1.74 -1.79 -0.08
H 0.05 -1.38 0.37
H 1.75 0.92 0.45
H 0.59 -0.50 2.79
H 1.50 1.11 2.68
H -0.50 1.65 3.24
H -0.32 2.08 1.47
H -1.51 0.94 2.05
H -1.68 -1.75 -2.81
H -2.67 -1.27 -1.80
O -2.30 -2.08 -2.13
```

Properties
- Spin multiplicity: 2
- Expectation value of S²: 0.75
- Net charge: -2
- Frontier orbital gap (alpha / beta): 2.004 / 6.065 eV

natural (NBO) population analysis, charges in e, atoms 1 to 2: number 1, C, carries -0.411; number 2, C, carries -0.528

---

Entry 4:
# C5H14NP

One molecule with the formula C5H14NP at a distorted geometry (ωB97M-V/def2-TZVPD, OMol25).

Structure (XYZ):
```
21
C5H14NP ωB97M-V/def2-TZVPD
C -1.93 -0.56 -0.49
C 0.17 -1.98 -0.92
C 0.24 1.62 -0.95
C 1.70 1.08 2.12
C -0.45 -0.65 -0.93
N 0.40 0.31 -0.26
P -0.05 0.51 1.58
H -2.07 0.46 -0.11
H -2.54 -0.76 -1.35
H -2.16 -1.29 0.28
H 0.47 -2.33 0.17
H 1.13 -2.06 -1.54
H -0.67 -2.70 -1.12
H -0.78 1.84 -1.19
H 0.38 2.44 -0.14
H 0.87 1.62 -1.79
H 2.13 1.28 1.20
H 1.95 0.33 2.83
H 1.59 1.99 2.65
H -0.55 -0.33 -1.99
H 0.17 -0.80 1.94
```

Properties
- Net charge: 0
- Frontier orbital gap: 9.148 eV

natural (NBO) population analysis, charges in e, atoms 1 to 2: number 1, C, carries -0.638; number 2, C, carries -0.610

---

Entry 5:
# C5H14O

A 2-piece molecular cluster, C5H14O overall at a distorted geometry (ωB97M-V/def2-TZVPD, OMol25).

Structure (XYZ):
```
20
C5H14O ωB97M-V/def2-TZVPD
C 0.28 0.25 -1.24
C 1.06 -0.59 -2.26
C 0.58 1.71 -1.16
O -1.10 0.19 -1.69
H 0.38 -0.07 -0.23
H 1.02 -1.67 -1.88
H 1.65 1.89 -1.00
H 0.20 2.23 -2.17
H 0.02 2.13 -0.25
H -1.62 -0.59 -1.51
H 2.05 -0.41 -2.41
H 0.74 -0.42 -3.36
C -0.70 -0.10 3.38
C -0.14 -1.27 2.61
H -1.57 -0.34 3.79
H 0.08 -0.04 4.30
H -0.64 0.88 2.94
H -0.98 -2.14 2.51
H 0.64 -1.79 3.23
H 0.36 -1.10 1.61
```

Properties
- Net charge: 0
- Frontier orbital gap: 11.165 eV

natural (NBO) population analysis, charges in e, atoms 1 to 2: number 1, C, carries 0.077; number 2, C, carries -0.636

---

Entry 6:
# C5H14O

A 2-piece molecular cluster, C5H14O overall at a distorted geometry (ωB97M-V/def2-TZVPD, OMol25).

Structure (XYZ):
```
20
C5H14O ωB97M-V/def2-TZVPD
C 0.67 2.08 -0.99
C -0.60 1.20 -1.11
C -0.67 0.18 0.22
C -1.61 -1.09 -0.01
C -1.04 1.00 1.40
H 1.07 2.19 -2.01
H 0.39 3.06 -0.60
H 1.44 1.61 -0.34
H -1.51 1.80 -1.44
H -0.54 0.39 -1.83
H 0.40 -0.16 0.27
H -1.33 -1.84 0.70
H -1.26 -1.40 -1.10
H -2.71 -0.90 -0.06
H -0.15 1.07 2.05
H -1.72 0.40 2.07
H -1.47 2.07 1.14
H 3.18 -3.48 0.06
H 3.14 -2.41 1.07
O 2.57 -2.82 0.37
```

Properties
- Net charge: 0
- Frontier orbital gap: 10.670 eV

natural (NBO) population analysis, charges in e, atoms 1 to 2: number 1, C, carries -0.626; number 2, C, carries -0.398

---

Entry 7:
# C5H14O2

A 3-piece molecular cluster, C5H14O2 overall at a distorted geometry (ωB97M-V/def2-TZVPD, OMol25).

Structure (XYZ):
```
21
C5H14O2 ωB97M-V/def2-TZVPD
C 0.86 0.88 -1.16
C -0.52 1.44 -0.69
C -1.13 0.73 0.49
C -2.41 0.47 0.66
C -0.15 0.49 1.64
H 1.58 1.70 -1.08
H 1.09 -0.02 -0.63
H 0.83 0.66 -2.23
H -0.52 2.50 -0.46
H -1.21 1.34 -1.54
H -2.83 0.12 1.58
H -3.17 0.63 -0.09
H 0.48 1.38 1.74
H -0.62 0.32 2.60
H 0.45 -0.40 1.43
H 3.44 -0.91 0.13
H 3.30 -2.11 -0.94
O 3.61 -1.22 -0.75
H -0.76 -1.93 -0.33
H -1.46 -3.27 -0.46
O -0.84 -2.79 0.10
```

Properties
- Net charge: 0
- Frontier orbital gap: 10.122 eV

natural (NBO) population analysis, charges in e, atoms 1 to 2: number 1, C, carries -0.612; number 2, C, carries -0.446

---

Entry 8:
# C5H14O2

A 3-piece molecular cluster, C5H14O2 overall at a distorted geometry (ωB97M-V/def2-TZVPD, OMol25).

Structure (XYZ):
```
21
C5H14O2 ωB97M-V/def2-TZVPD
C 1.91 -1.38 0.21
C 0.97 -0.25 0.40
C -0.23 -0.21 -0.21
C -1.37 0.75 0.01
C 1.33 0.76 1.47
H 2.21 -1.76 1.21
H 2.86 -1.16 -0.27
H 1.51 -2.30 -0.22
H -0.18 -0.76 -1.15
H -1.13 1.63 -0.61
H -2.42 0.51 -0.20
H -1.23 1.10 1.03
H 1.37 0.32 2.47
H 0.77 1.70 1.46
H 2.42 0.94 1.36
H -1.70 -3.29 0.63
H -0.99 -2.06 0.66
O -0.97 -2.92 1.13
H -1.94 3.57 -3.16
H -1.19 2.17 -3.24
O -2.01 2.64 -2.98
```

Properties
- Net charge: 0
- Frontier orbital gap: 9.529 eV

natural (NBO) population analysis, charges in e, atoms 1 to 2: number 1, C, carries -0.655; number 2, C, carries 0.037

---

Entry 9:
# C5H14O2

A 3-piece molecular cluster, C5H14O2 overall at a distorted geometry (ωB97M-V/def2-TZVPD, OMol25).

Structure (XYZ):
```
21
C5H14O2 ωB97M-V/def2-TZVPD
C -0.30 -0.98 1.66
C -0.11 0.48 1.85
C -1.07 1.25 1.00
C -1.14 1.40 -0.31
C -2.16 2.34 -0.98
H -0.71 -1.54 0.81
H -1.08 -1.36 2.46
H 0.63 -1.61 1.89
H 0.96 0.61 1.62
H -0.43 0.79 2.94
H -1.88 1.62 1.72
H -0.45 1.11 -1.10
H -2.02 2.63 -2.07
H -2.42 3.26 -0.54
H -3.19 1.73 -0.85
H 2.48 3.03 -4.21
H 3.42 2.03 -3.70
O 2.78 2.07 -4.31
H 2.70 -6.66 0.17
H 1.87 -5.66 1.01
O 2.11 -6.55 0.94
```

Properties
- Net charge: 0
- Frontier orbital gap: 9.845 eV

natural (NBO) population analysis, charges in e, atoms 1 to 2: number 1, C, carries -0.622; number 2, C, carries -0.451

---

Entry 10:
# C5H14O2

A 3-piece molecular cluster, C5H14O2 overall at a distorted geometry (ωB97M-V/def2-TZVPD, OMol25).

Structure (XYZ):
```
21
C5H14O2 ωB97M-V/def2-TZVPD
C -2.72 1.35 -0.65
C -1.40 0.57 -0.79
C -0.17 1.16 -0.37
C 1.17 0.43 -0.43
C -1.49 -0.87 -1.05
H -3.25 0.93 0.18
H -3.26 1.27 -1.66
H -2.53 2.47 -0.61
H -0.36 1.95 0.43
H 1.09 -0.33 -1.22
H 2.01 1.21 -0.45
H 1.23 -0.11 0.55
H -2.63 -1.20 -1.24
H -1.03 -1.42 -0.18
H -0.81 -1.22 -1.86
H -0.68 -2.57 2.94
H 0.25 -3.16 1.89
O -0.45 -2.49 2.02
H 4.51 1.25 1.06
H 5.73 0.40 0.63
O 4.78 0.39 0.82
```

Properties
- Net charge: 0
- Frontier orbital gap: 8.567 eV

natural (NBO) population analysis, charges in e, atoms 1 to 2: number 1, C, carries -0.645; number 2, C, carries 0.018

---

One value per record, in order, for energy above the lowest of the compared OMol25 structures with the same formula, charge and spin: 37.12 5.46 26.33 33.71 51.15 34.55 19.71 25.08 60.21 43.59 kcal per mole.